10
Properties=species:S:1:pos:R:3:forces:R:3 method="wB97M-V/def2-TZVPD" smiles=N#Cc1n[nH]nc1O orbital_gap_ev=10.0 max_force_ha_per_bohr=0.139 homo_energy_ha=-0.366 de_lowest_kj_mol=92.89 e_lumo_ev=0.027
N -0.3948 -1.5336 -2.4114 -0.95 2.84 4.03
C -0.5693 -0.7829 -1.4963 0.39 -1.35 -4.17
C -0.4792 0.1803 -0.4145 2.32 -3.48 -0.29
N -0.8771 1.4152 -0.1736 -0.17 -0.82 0.25
N -0.2045 1.6481 0.9337 -2.66 4.42 4.92
N 0.4822 0.7199 1.4999 1.79 -2.84 -1.02
C 0.4652 -0.2786 0.6082 -0.73 2.52 1.31
O 1.2808 -1.3213 0.8286 -2.03 -1.68 -1.66
H -0.5980 2.2105 1.8591 0.74 -0.67 -4.12
H 0.8109 -2.0997 0.3874 1.31 1.05 0.75